Entry 1:
{"formula": "C3H7ClN2Si", "method": "ωB97M-V with the def2-TZVPD basis set", "species": ["C", "C", "C", "N", "N", "Si", "Cl", "H", "H", "H", "H", "H", "H", "H"], "coordinates": [[-1.14143, 1.65914, 0.12189], [0.31596, 1.69717, -0.05511], [-0.90162, -2.50413, 0.08365], [-1.70057, 0.53208, 0.09156], [0.88880, 0.32594, -0.01699], [-0.42795, -0.70031, -0.01918], [3.82061, 0.64292, -0.33260], [-1.69296, 2.48136, 0.05131], [0.48725, 2.30185, -0.95443], [0.84398, 2.16159, 0.73519], [-0.94489, -3.18221, -0.80574], [-0.32227, -3.18657, 0.71315], [-1.83827, -2.74725, 0.42175], [2.61337, 0.51841, -0.03445]], "nbo_charge": [0.162, -0.332, -1.185, -0.842, -1.093, 1.874, -0.358, 0.170, 0.231, 0.236, 0.286, 0.280, 0.272, 0.299], "homo_lumo_gap_ha": 0.3508, "charge": 0, "e_tot_ha": -977.654997, "de_lowest_ev": 4.322, "lumo_energy_ev": -0.016, "homo_ev": -9.56}

---

Entry 2:
{"formula": "C3H7ClNO2S", "method": "ωB97M-V with the def2-TZVPD basis set", "species": ["C", "C", "C", "N", "O", "O", "S", "Cl", "H", "H", "H", "H", "H", "H", "H"], "coordinates": [[-0.79094, -0.13505, -2.91377], [0.96718, -1.10400, 0.84899], [0.26626, 1.14021, 1.63804], [0.88241, 0.32246, 0.74826], [-1.42206, -1.35352, -0.50987], [-2.02521, 0.99839, -0.80647], [-1.00617, -0.08717, -1.07996], [-0.14643, 1.44664, -3.32275], [0.05496, -0.87731, -3.00339], [-0.05054, -1.38158, 0.79661], [1.59983, -1.38405, 0.01247], [1.40872, -1.51248, 1.74851], [-0.79903, 0.78066, 1.78913], [0.79249, 0.93472, 2.74446], [0.26854, 2.21209, 1.30975]], "nbo_charge": [-0.659, -0.487, -0.440, -0.376, -0.985, -0.981, 1.725, -0.101, 0.157, 0.247, 0.193, 0.162, 0.194, 0.146, 0.205], "homo_lumo_gap_ha": [0.2541, 0.2657], "charge": -1, "e_tot_ha": -1181.991461, "de_lowest_ev": 4.251, "lumo_energy_ev": [3.508, 3.316], "homo_ev": [-3.41, -3.91]}

---

Entry 3:
{"formula": "C3H7ClNO2S", "method": "ωB97M-V with the def2-TZVPD basis set", "species": ["C", "C", "C", "N", "O", "O", "S", "Cl", "H", "H", "H", "H", "H", "H", "H"], "coordinates": [[-0.24724, -0.98833, -0.34676], [-2.01168, 0.56080, 0.67118], [-0.54415, 0.19746, 0.56455], [0.32787, 1.40357, 0.52524], [3.49312, -1.43269, 0.15778], [3.79393, 0.20192, -1.62437], [3.03329, -0.16957, -0.42682], [0.41557, 1.90776, -1.01675], [-0.38347, -0.69863, -1.43660], [0.79284, -1.37175, -0.33818], [-1.10506, -1.61699, -0.23967], [-2.00642, 1.60959, 1.17162], [-2.81859, -0.20177, 1.08880], [-2.45561, 0.80017, -0.37569], [-0.28441, -0.20152, 1.62568]], "lowdin_spin": [0.027, 0.028, 0.040, 0.705, 0.244, 0.256, 0.472, 0.203, 0.001, 0.013, 0.002, 0.001, 0.003, 0.002, 0.003], "homo_lumo_gap_ha": [0.1653, 0.2625], "charge": -1, "e_tot_ha": -1182.035272, "de_lowest_ev": 0.000, "multiplicity": 3, "lumo_energy_ev": [3.271, 2.569], "homo_ev": [-1.23, -4.57]}

---

Entry 4:
{"formula": "C3H7ClNO3S", "method": "ωB97M-V with the def2-TZVPD basis set", "species": ["C", "C", "C", "N", "O", "O", "O", "S", "Cl", "H", "H", "H", "H", "H", "H", "H"], "coordinates": [[1.78813, 0.33490, -1.04006], [-0.49562, 0.54127, -0.08829], [0.49959, 1.18156, -1.02347], [0.29340, 2.25100, -1.69980], [4.63652, -1.96083, 0.81870], [5.65692, 0.26249, 1.08460], [5.04247, -0.46598, -1.16269], [4.84995, -0.67987, 0.22725], [-3.25172, -2.05750, 0.09776], [1.77191, -0.23115, -1.93916], [1.85012, -0.19797, -0.00955], [2.80431, 0.91857, -1.22615], [-0.15444, 0.28593, 0.88430], [-0.83979, -0.34809, -0.55398], [-1.24186, 1.28792, -0.03927], [0.99116, 2.42668, -2.28142]], "nbo_charge": [-0.717, -0.682, 0.352, -0.649, -0.776, -0.795, -0.790, 2.358, -0.995, 0.240, 0.214, 0.200, 0.215, 0.280, 0.232, 0.314], "homo_lumo_gap_ha": 0.0971, "charge": -1, "e_tot_ha": -1257.328799, "de_lowest_ev": 2.947, "lumo_energy_ev": -1.066, "homo_ev": -3.71}

---

Entry 5:
{"formula": "C3H7ClNP", "method": "ωB97M-V with the def2-TZVPD basis set", "species": ["C", "C", "C", "N", "P", "Cl", "H", "H", "H", "H", "H", "H", "H"], "coordinates": [[2.39023, -0.64594, 0.69115], [-1.28678, 1.08121, -0.90129], [-1.30854, 0.67018, 0.59489], [-1.21918, -0.41965, 1.21102], [2.23450, -1.18464, -0.85837], [-1.21993, -1.72159, 0.16515], [3.21989, 0.07773, 0.89869], [1.57979, -0.80102, 1.46413], [-1.13623, 0.20408, -1.65190], [-2.26542, 1.53830, -1.10186], [-0.56506, 1.88154, -1.01780], [-1.44977, 1.49850, 1.24646], [1.02650, -2.17869, -0.74028]], "nbo_charge": [-0.857, -0.703, 0.134, -0.414, 0.421, 0.097, 0.228, 0.235, 0.244, 0.236, 0.238, 0.183, -0.042], "homo_lumo_gap_ha": 0.3544, "charge": 0, "smiles": "C/C=N\\Cl.C=P", "e_tot_ha": -974.680219, "de_lowest_ev": 2.757, "lumo_energy_ev": 0.294, "homo_ev": -9.35}

---

Entry 6:
{"formula": "C3H7ClNS", "method": "ωB97M-V with the def2-TZVPD basis set", "species": ["C", "C", "C", "N", "S", "Cl", "H", "H", "H", "H", "H", "H", "H"], "coordinates": [[2.38322, 0.48848, 0.26131], [2.16136, -0.98086, -0.25967], [1.04965, -0.01098, 0.05253], [-0.20970, 0.10641, 0.39016], [-3.57291, -0.58408, 0.10566], [-5.31946, 0.34063, -0.20654], [2.70822, 0.78835, 1.20795], [2.77859, 1.33523, -0.28497], [2.26501, -1.28245, -1.34413], [2.25119, -1.92420, 0.27095], [-0.92570, -0.50885, 0.27041], [-5.17301, 1.17308, -1.12792], [-0.39647, 1.05924, 0.66426]], "nbo_charge": [-0.473, -0.449, 0.464, -0.578, -0.479, 0.229, 0.285, 0.295, 0.289, 0.284, 0.442, 0.260, 0.432], "homo_lumo_gap_ha": 0.2538, "charge": 1, "e_tot_ha": -1031.212647, "de_lowest_ev": 3.502, "lumo_energy_ev": -4.890, "homo_ev": -11.80}

---

Entry 7:
{"formula": "C3H7ClO", "method": "ωB97M-V with the def2-TZVPD basis set", "species": ["C", "C", "C", "H", "H", "H", "H", "H", "H", "H", "O", "Cl"], "coordinates": [[1.24150, -0.29147, -0.61167], [0.20142, 0.29422, 0.36677], [-1.06051, -0.59100, 0.31129], [1.63178, -1.34561, -0.41251], [2.19044, 0.35703, -0.59308], [0.89820, 0.05252, -1.37431], [0.49911, 0.25862, 1.29043], [-0.78014, 1.91120, 0.54016], [-1.41887, -1.14556, 1.25257], [-0.88905, -1.46035, -0.33080], [-0.00089, 1.67046, -0.08551], [-2.51299, 0.28994, -0.35335]], "nbo_charge": [-0.604, 0.071, -0.391, 0.221, 0.213, 0.198, 0.157, 0.473, 0.224, 0.216, -0.698, -0.080], "homo_lumo_gap_ha": 0.4186, "charge": 0, "smiles": "C[C@@H](O)CCl", "e_tot_ha": -653.851517, "de_lowest_ev": 1.825, "lumo_energy_ev": 0.864, "homo_ev": -10.53}

---

Entry 8:
{"formula": "C3H7ClO3", "method": "ωB97M-V with the def2-TZVPD basis set", "species": ["C", "C", "C", "O", "O", "O", "Cl", "H", "H", "H", "H", "H", "H", "H"], "coordinates": [[0.25498, -0.38153, 1.34378], [-0.68603, -0.43395, -1.37373], [0.25675, 0.48197, 0.06477], [0.57858, 0.39686, 2.49891], [-0.05079, -1.67407, -1.45154], [-0.45947, 1.62153, 0.13506], [1.91875, 0.84469, -0.61735], [-0.78021, -0.76908, 1.38827], [0.91107, -1.19654, 1.47485], [-0.47638, 0.19560, -2.28767], [-1.76996, -0.44036, -1.13996], [-0.15313, 1.01887, 2.54249], [0.91923, -1.60241, -1.76077], [-0.46340, 1.93843, -0.81712]], "nbo_charge": [-0.128, -0.058, 0.263, -0.694, -0.730, -0.711, -0.132, 0.176, 0.219, 0.155, 0.191, 0.466, 0.492, 0.489], "homo_lumo_gap_ha": 0.3550, "charge": 0, "e_tot_ha": -804.343020, "de_lowest_ev": 1.453, "lumo_energy_ev": 0.573, "homo_ev": -9.09}